Run a
The following is a quantum chemistry calculation of C2H4O2 in the gas phase, from the Open Molecules 2025 dataset.

Last columns: bonded neighbours and bond lengths (Å).
Cartesian coordinates (Å):
1 O -1.31463 -0.21607 -0.77843  C3 1.347, H7 0.971
2 O -0.22523 -1.56249 0.62346  C3 1.203
3 C -0.26920 -0.52794 0.01167  O1 1.347, O2 1.203, C4 1.480
4 C 0.73223 0.55370 0.14973  C3 1.480, H5 1.084, H6 1.089, H8 1.086
5 H 1.75631 0.20026 0.17158  C4 1.084
6 H 0.62031 1.17402 1.03786  C4 1.089
7 H -1.97877 -0.88458 -0.54544  O1 0.971
8 H 0.67897 1.26311 -0.67043  C4 1.086

Summary:
Total charge: 0
HOMO energy in eV: -10.65

Run b
The following is a quantum chemistry calculation of a 2-piece molecular cluster, C2H4O2 overall, from the Open Molecules 2025 dataset.

Last columns: bonded neighbours and bond lengths (Å).
Cartesian coordinates (Å):
1 O -2.62426 -1.16784 -0.34480  C3 1.191
2 O 2.06229 1.53450 0.88316  C4 1.178
3 C -1.48881 -0.94383 -0.62499  O1 1.191, H7 1.109, H8 1.108
4 C 1.95761 0.61014 0.16070  O2 1.178, H5 1.101, H6 1.099
5 H 1.40298 0.65205 -0.78986  C4 1.101
6 H 2.31958 -0.40347 0.38296  C4 1.099
7 H -0.72270 -0.57170 0.08498  C3 1.109
8 H -1.06464 -1.08543 -1.63898  C3 1.108

Summary:
Total charge: 0
HOMO energy in eV: -10.48

Stability ranking, top entry: run a; the second entry is 0.0873 hartree less favorable.